[1]
C40H66O20 | the ωB97M-V functional and the def2-TZVPD basis

- SMILES: CCOC(C)=O.CCOC(C)=O.CCOC(C)=O.O=C1CCCO1.O=C1CCCO1.O=C1CCCO1.O=C1CCCO1.O=C1CCCO1.O=C1CCCO1.O=C1CCCO1

Last columns: bonded neighbours and bond lengths (Å).
Atoms and positions in Å:
1 O 3.720 -3.938 -1.434  C47 1.419, C49 1.445
2 O -3.617 4.827 -1.546  C33 1.399, C55 1.295
3 O 4.110 1.118 -4.086  C24 1.414, C32 1.466
4 O -6.726 3.565 -1.045  C21 1.215
5 O 4.231 -2.866 -3.474  C49 1.244
6 O 2.564 -3.375 3.554  C30 1.316, C41 1.377
7 O 5.731 0.438 -5.570  C24 1.218
8 O 3.406 2.157 4.839  C27 1.196
9 O -1.369 1.496 5.037  C25 1.350, C35 1.374
10 O 3.507 -3.612 5.509  C30 1.188
11 O -3.839 -1.459 -5.006  C52 1.438, C57 1.321
12 O 0.846 -5.405 0.170  C43 1.236
13 O 0.511 -5.241 -2.027  C43 1.312, C45 1.421
14 O 4.765 1.821 3.051  C27 1.364, C42 1.377
15 O -5.709 2.838 0.834  C21 1.353, C59 1.415
16 O -1.608 4.356 -2.199  C55 1.187
17 O -3.040 -0.821 -2.884  C52 1.254
18 O 2.647 0.160 0.335  C38 1.233
19 O -2.392 0.147 3.474  C25 1.215
20 O 1.164 0.919 -1.151  C38 1.347, C54 1.447
21 C -6.549 3.651 0.154  O4 1.215, O15 1.353, C40 1.574
22 C -4.131 -3.625 -4.713  C23 1.574, C57 1.458, H67 1.090, H71 1.090
23 C -4.013 -3.102 -3.233  C22 1.574, C52 1.526, H103 1.090, H117 1.090
24 C 5.449 0.871 -4.467  O3 1.414, O7 1.218, C53 1.525
25 C -2.231 0.550 4.609  O9 1.350, O19 1.215, C37 1.552
26 C -0.821 1.272 0.155  C29 1.483, C54 1.568, H61 1.090, H86 1.090
27 C 4.135 1.454 4.202  O8 1.196, O14 1.364, C50 1.504
28 C -4.100 6.678 -2.948  C33 1.547, C46 1.490, H89 1.090, H112 1.090
29 C 0.205 0.601 0.990  C26 1.483, C38 1.572, H79 1.090, H114 1.090
30 C 2.519 -3.461 4.866  O6 1.316, O10 1.188, C48 1.469
31 C 5.412 1.654 -2.206  C32 1.481, C53 1.637, H90 1.090, H95 1.090
32 C 4.019 1.433 -2.657  O3 1.466, C31 1.481, H88 1.090, H94 1.090
33 C -4.692 5.517 -2.115  O2 1.399, C28 1.547, H83 1.090, H91 1.090
34 C 3.662 -5.162 -3.638  C49 1.500, H96 1.090, H107 1.090, H125 1.090
35 C -0.577 2.219 4.178  O9 1.374, C56 1.513, H100 1.090, H101 1.090
36 C 0.107 -2.891 -2.280  C44 1.563, C45 1.554, H97 1.090, H121 1.090
37 C -3.124 0.078 5.787  C25 1.552, H75 1.090, H80 1.090, H108 1.090
38 C 1.486 0.490 0.084  O18 1.233, O20 1.347, C29 1.572
39 C 5.800 -0.177 3.644  C42 1.515, C50 1.541, H113 1.090, H123 1.090
40 C -7.292 4.723 1.035  C21 1.574, H69 1.090, H74 1.090, H81 1.090
41 C 1.370 -3.015 2.971  O6 1.377, C60 1.479, H73 1.090, H124 1.090
42 C 5.585 0.839 2.541  O14 1.377, C39 1.515, H110 1.090, H111 1.090
43 C 0.538 -4.731 -0.819  O12 1.236, O13 1.312, C44 1.581
44 C -0.182 -3.323 -0.807  C36 1.563, C43 1.581, H85 1.090, H109 1.090
45 C 0.000 -4.289 -2.950  O13 1.421, C36 1.554, H77 1.090, H98 1.090
46 C -2.773 6.143 -3.365  C28 1.490, C55 1.558, H93 1.090, H120 1.090
47 C 4.158 -2.820 -0.678  O1 1.419, C58 1.497, H87 1.090, H126 1.090
48 C 1.140 -3.219 5.312  C30 1.469, C60 1.425, H66 1.090, H76 1.090
49 C 3.852 -3.886 -2.872  O1 1.445, O5 1.244, C34 1.500
50 C 4.538 0.036 4.502  C27 1.504, C39 1.541, H63 1.090, H82 1.090
51 C -4.127 1.747 -0.842  C59 1.547, H70 1.090, H92 1.090, H122 1.090
52 C -3.548 -1.701 -3.618  O11 1.438, O17 1.254, C23 1.526
53 C 6.457 1.125 -3.351  C24 1.525, C31 1.637, H78 1.090, H102 1.090
54 C -0.274 1.010 -1.291  O20 1.447, C26 1.568, H106 1.090, H119 1.090
55 C -2.572 5.044 -2.279  O2 1.295, O16 1.187, C46 1.558
56 C -0.367 3.582 4.800  C35 1.513, H64 1.090, H84 1.090, H104 1.090
57 C -4.604 -2.449 -5.432  O11 1.321, C22 1.458, H99 1.090, H115 1.090
58 C 3.750 -2.972 0.755  C47 1.497, H72 1.090, H105 1.090, H116 1.090
59 C -5.257 1.651 0.210  O15 1.415, C51 1.547, H62 1.090, H65 1.090
60 C 0.562 -2.632 4.149  C41 1.479, C48 1.425, H68 1.090, H118 1.090
61 H -1.811 0.820 0.209  C26 1.090
62 H -5.052 1.048 1.094  C59 1.090
63 H 4.751 -0.101 5.563  C50 1.090
64 H -1.390 3.933 4.941  C56 1.090
65 H -6.144 1.138 -0.162  C59 1.090
66 H 0.689 -4.209 5.383  C48 1.090
67 H -3.182 -4.012 -5.083  C22 1.090
68 H 0.599 -1.559 4.339  C60 1.090
69 H -6.757 4.726 1.985  C40 1.090
70 H -4.426 2.103 -1.828  C51 1.090
71 H -4.850 -4.438 -4.815  C22 1.090
72 H 3.821 -2.007 1.256  C58 1.090
73 H 1.461 -2.163 2.298  C41 1.090
74 H -7.295 5.690 0.533  C40 1.090
75 H -2.668 0.348 6.739  C37 1.090
76 H 0.905 -2.587 6.168  C48 1.090
77 H 0.629 -4.258 -3.839  C45 1.090
78 H 7.265 1.820 -3.581  C53 1.090
79 H -0.097 -0.387 1.336  C29 1.090
80 H -3.267 -1.003 5.779  C37 1.090
81 H -8.283 4.358 1.306  C40 1.090
82 H 3.683 -0.636 4.428  C50 1.090
83 H -5.362 4.841 -2.647  C33 1.090
84 H 0.145 4.241 4.098  C56 1.090
85 H 0.252 -2.669 -0.050  C44 1.090
86 H -0.739 2.359 0.136  C26 1.090
87 H 5.201 -2.533 -0.811  C47 1.090
88 H 3.523 0.507 -2.369  C32 1.090
89 H -4.744 7.000 -3.767  C28 1.090
90 H 5.437 2.738 -2.092  C31 1.090
91 H -5.289 5.903 -1.289  C33 1.090
92 H -3.311 2.315 -0.395  C51 1.090
93 H -2.880 5.623 -4.317  C46 1.090
94 H 3.449 2.360 -2.588  C32 1.090
95 H 5.625 1.264 -1.211  C31 1.090
96 H 4.410 -5.941 -3.485  C34 1.090
97 H 1.147 -2.575 -2.365  C36 1.090
98 H -1.021 -4.457 -3.291  C45 1.090
99 H -4.620 -2.539 -6.519  C57 1.090
100 H -1.088 2.428 3.238  C35 1.090
101 H 0.239 1.669 3.711  C35 1.090
102 H 6.838 0.127 -3.134  C53 1.090
103 H -3.330 -3.565 -2.521  C23 1.090
104 H 0.193 3.354 5.706  C56 1.090
105 H 4.616 -3.426 1.236  C58 1.090
106 H -0.429 1.795 -2.031  C54 1.090
107 H 3.701 -4.953 -4.707  C34 1.090
108 H -4.116 0.526 5.725  C37 1.090
109 H -1.251 -3.453 -0.641  C44 1.090
110 H 6.501 1.326 2.205  C42 1.090
111 H 5.032 0.381 1.722  C42 1.090
112 H -3.983 7.568 -2.329  C28 1.090
113 H 6.661 0.152 4.226  C39 1.090
114 H 0.450 1.327 1.765  C29 1.090
115 H -5.672 -2.457 -5.213  C57 1.090
116 H 2.775 -3.444 0.876  C58 1.090
117 H -4.935 -3.049 -2.654  C23 1.090
118 H -0.495 -2.871 4.031  C60 1.090
119 H -0.708 0.105 -1.716  C54 1.090
120 H -2.018 6.925 -3.294  C46 1.090
121 H -0.508 -2.010 -2.466  C36 1.090
122 H -3.951 0.673 -0.899  C51 1.090
123 H 6.001 -1.125 3.146  C39 1.090
124 H 0.892 -3.917 2.587  C41 1.090
125 H 2.601 -5.347 -3.474  C34 1.090
126 H 3.776 -1.836 -0.952  C47 1.090

These are the Löwdin partial charges, in e, on atoms 1 to 8: atom 1 (O): -0.026, atom 2 (O): 0.056, atom 3 (O): -0.018, atom 4 (O): 0.072, atom 5 (O): 0.071, atom 6 (O): 0.051, atom 7 (O): 0.084, atom 8 (O): 0.116

---

[2]
C40H67BF6N6O22P | the ωB97M-V functional and the def2-TZVPD basis

- Charge: +1
- Energy above the lowest of the compared OMol25 structures with the same formula, charge and spin: 0.0000 eV

Last columns: bonded neighbours and bond lengths (Å).
Atoms and positions in Å:
1 P -1.069 2.089 -0.706  N32 1.551, N33 1.733, H105 1.400, H139 1.402
2 F 1.658 -5.141 7.211  C68 1.342
3 F -5.952 -2.427 8.765  C75 1.356
4 F 5.113 6.949 -4.758  C70 1.349
5 F 2.780 8.069 -1.087  C69 1.349
6 F 6.015 -5.891 6.852  C55 1.353
7 F -2.959 0.812 -6.870  C59 1.360
8 O -5.539 2.315 -8.573  C46 1.349, C47 1.431
9 O 4.994 4.987 -3.643  C37 1.355, C70 1.419
10 O -0.354 -5.376 6.206  C38 1.346, C68 1.424
11 O -0.479 -3.432 5.147  C36 1.436, C38 1.349
12 O -5.129 0.503 -7.351  C46 1.370, C59 1.409
13 O -3.611 2.040 0.463  C51 1.390, H124 0.980
14 O 4.742 -4.096 7.342  C49 1.367, C55 1.413
15 O -2.516 -2.695 8.778  C53 1.427, C58 1.355
16 O 2.564 7.143 -3.133  C50 1.352, C69 1.417
17 O 4.426 2.849 -3.222  C37 1.190
18 O 4.706 3.578 -5.335  C37 1.347, C61 1.433
19 O 5.109 -3.916 9.526  C43 1.430, C49 1.348
20 O -7.262 1.047 -7.854  C46 1.182
21 O 3.493 -2.670 8.564  C49 1.184
22 O 0.804 5.834 -2.795  C50 1.350, C71 1.431
23 O -4.115 -1.324 9.491  C58 1.364, C75 1.412
24 O 0.419 -1.259 -3.182  C66 1.195
25 O -3.799 -2.701 -0.517  B76 1.386, H113 0.964
26 O -1.982 -0.996 10.161  C58 1.182
27 O -2.302 -4.723 5.261  C38 1.191
28 O 1.999 5.600 -4.682  C50 1.188
29 O -4.029 3.277 -5.055  C63 1.425, H133 0.963
30 N -0.522 -1.250 -0.586  C72 1.453, C73 1.497, C74 1.305
31 N -5.554 -1.719 0.827  B76 1.417, H83 1.011, H91 1.010
32 N -1.042 3.336 0.217  P1 1.551, H90 1.015
33 N -1.635 0.695 0.156  P1 1.733, C51 1.532, C74 1.403
34 N -3.384 -1.697 5.363  C62 1.467, H98 1.014, H100 1.014
35 N -2.632 -0.550 -1.417  C56 1.500, C74 1.330, H116 1.009
36 C 0.806 -3.445 5.786  O11 1.436, C68 1.521, H129 1.091, H138 1.085
37 C 4.680 3.717 -3.995  O9 1.355, O17 1.190, O18 1.347
38 C -1.151 -4.543 5.510  O10 1.346, O11 1.349, O27 1.191
39 C -4.778 1.602 -2.344  C54 1.531, C60 1.539, H106 1.093, H136 1.092
40 C -2.513 0.988 2.984  C42 1.527, C52 1.527, H101 1.093, H134 1.092
41 C 1.950 -1.608 -0.014  C65 1.528, C73 1.523, H102 1.093, H140 1.094
42 C -3.241 0.173 1.919  C40 1.527, C51 1.519, H103 1.098, H128 1.091
43 C 5.927 -4.997 9.071  O19 1.430, C55 1.518, H80 1.085, H111 1.091
44 C 4.158 -1.579 -1.280  C64 1.536, C65 1.528, H104 1.094, H132 1.096
45 C 4.784 -1.748 -3.790  C64 1.543, C67 1.537, H89 1.090, H107 1.095
46 C -6.105 1.276 -7.924  O8 1.349, O12 1.370, O20 1.182
47 C -4.141 2.343 -8.273  O8 1.431, C59 1.518, H85 1.091, H141 1.085
48 C 6.155 0.502 -5.373  C57 1.543, H92 1.090, H93 1.087, H142 1.088
49 C 4.357 -3.477 8.498  O14 1.367, O19 1.348, O21 1.184
50 C 1.810 6.141 -3.641  O16 1.352, O22 1.350, O28 1.188
51 C -3.124 0.739 0.514  O13 1.390, N33 1.532, C42 1.519, C56 1.586
52 C -2.882 0.535 4.395  C40 1.527, C62 1.535, H88 1.095, H137 1.090
53 C -3.751 -3.250 8.325  O15 1.427, C75 1.516, H121 1.086, H123 1.091
54 C -4.981 0.435 -1.374  C39 1.531, C56 1.535, H97 1.097, H117 1.094
55 C 5.974 -4.747 7.574  F6 1.353, O14 1.413, C43 1.518, H125 1.091
56 C -3.818 -0.177 -0.579  N35 1.500, C51 1.586, C54 1.535, B76 1.621
57 C 6.936 -0.650 -4.707  C48 1.543, C67 1.540, H79 1.090, H112 1.091
58 C -2.784 -1.611 9.546  O15 1.355, O23 1.364, O26 1.182
59 C -3.880 0.904 -7.866  F7 1.360, O12 1.409, C47 1.518, H77 1.091
60 C -4.071 1.253 -3.666  C39 1.539, C63 1.524, H78 1.095, H143 1.091
61 C 4.863 4.875 -5.923  O18 1.433, C70 1.518, H86 1.085, H119 1.089
62 C -2.348 -0.862 4.745  N34 1.467, C52 1.535, H84 1.090, H135 1.098
63 C -3.246 2.385 -4.266  O29 1.425, C60 1.524, H96 1.099, H118 1.086
64 C 4.928 -0.973 -2.464  C44 1.536, C45 1.543, H94 1.090, H95 1.092
65 C 2.847 -0.849 -0.991  C41 1.528, C44 1.528, H99 1.095, H126 1.093
66 C 0.285 -2.326 -2.659  O24 1.195, C72 1.524, H120 1.105
67 C 6.129 -1.947 -4.507  C45 1.537, C57 1.540, H82 1.094, H108 1.093
68 C 0.991 -4.929 6.065  F2 1.342, O10 1.424, C36 1.521, H130 1.091
69 C 1.883 7.701 -2.024  F5 1.349, O16 1.417, C71 1.520, H131 1.092
70 C 5.499 5.656 -4.787  F4 1.349, O9 1.419, C61 1.518, H127 1.092
71 C 1.004 6.547 -1.571  O22 1.431, C69 1.520, H109 1.085, H122 1.090
72 C -0.496 -2.480 -1.360  N30 1.453, C66 1.524, H81 1.093, H115 1.089
73 C 0.635 -0.907 0.300  N30 1.497, C41 1.523, H87 1.085, H114 1.092
74 C -1.546 -0.444 -0.658  N30 1.305, N33 1.403, N35 1.330
75 C -4.688 -2.065 8.434  F3 1.356, O23 1.412, C53 1.516, H110 1.091
76 B -4.421 -1.571 -0.011  O25 1.386, N31 1.417, C56 1.621
77 H -3.589 0.232 -8.675  C59 1.091
78 H -4.833 1.031 -4.419  C60 1.095
79 H 7.338 -0.331 -3.746  C57 1.090
80 H 6.894 -4.964 9.563  C43 1.085
81 H -1.518 -2.765 -1.622  C72 1.093
82 H 6.722 -2.639 -3.900  C67 1.094
83 H -5.479 -2.369 1.598  N31 1.011
84 H -1.543 -0.754 5.472  C62 1.090
85 H -3.964 3.000 -7.420  C47 1.091
86 H 5.481 4.821 -6.814  C61 1.085
87 H 0.786 0.166 0.242  C73 1.085
88 H -3.971 0.558 4.508  C52 1.095
89 H 4.093 -1.239 -4.462  C45 1.090
90 H -1.532 4.135 -0.171  N32 1.015
91 H -6.039 -0.887 1.130  N31 1.010
92 H 6.578 0.736 -6.350  C48 1.090
93 H 5.100 0.282 -5.512  C48 1.087
94 H 5.985 -0.930 -2.205  C64 1.090
95 H 4.590 0.057 -2.596  C64 1.092
96 H -2.738 2.969 -3.486  C63 1.099
97 H -5.465 -0.375 -1.933  C54 1.097
98 H -4.273 -1.550 4.898  N34 1.014
99 H 3.095 0.118 -0.541  C65 1.095
100 H -3.158 -2.683 5.281  N34 1.014
101 H -1.431 0.898 2.854  C40 1.093
102 H 2.474 -1.682 0.942  C41 1.093
103 H -2.838 -0.849 1.909  C42 1.098
104 H 4.769 -1.523 -0.375  C44 1.094
105 H -1.836 2.154 -1.875  P1 1.400
106 H -5.787 1.945 -2.582  C39 1.093
107 H 4.339 -2.727 -3.584  C45 1.095
108 H 5.975 -2.425 -5.477  C67 1.093
109 H 0.049 6.845 -1.151  C71 1.085
110 H -4.724 -1.437 7.543  C75 1.091
111 H 5.427 -5.946 9.275  C43 1.091
112 H 7.809 -0.872 -5.324  C57 1.091
113 H -4.385 -3.466 -0.518  O25 0.964
114 H 0.306 -1.131 1.317  C73 1.092
115 H -0.108 -3.290 -0.744  C72 1.089
116 H -2.748 -1.307 -2.073  N35 1.009
117 H -5.700 0.746 -0.610  C54 1.094
118 H -2.480 1.999 -4.931  C63 1.086
119 H 3.880 5.282 -6.156  C61 1.089
120 H 0.680 -3.257 -3.103  C66 1.105
121 H -3.637 -3.631 7.315  C53 1.086
122 H 1.547 5.916 -0.867  C71 1.090
123 H -4.064 -4.050 8.998  C53 1.091
124 H -2.898 2.664 0.714  O13 0.980
125 H 6.789 -4.100 7.244  C55 1.091
126 H 2.316 -0.629 -1.921  C65 1.093
127 H 6.589 5.621 -4.761  C70 1.092
128 H -4.298 0.115 2.182  C42 1.091
129 H 0.754 -2.901 6.730  C36 1.091
130 H 1.468 -5.497 5.266  C68 1.091
131 H 1.341 8.589 -2.355  C69 1.092
132 H 3.967 -2.643 -1.463  C44 1.096
133 H -4.878 3.423 -4.625  O29 0.963
134 H -2.769 2.043 2.873  C40 1.092
135 H -1.934 -1.346 3.851  C62 1.098
136 H -4.288 2.438 -1.842  C39 1.092
137 H -2.497 1.262 5.111  C52 1.090
138 H 1.555 -3.004 5.137  C36 1.085
139 H 0.148 1.523 -1.109  P1 1.402
140 H 1.808 -2.642 -0.341  C41 1.094
141 H -3.578 2.674 -9.140  C47 1.085
142 H 6.201 1.408 -4.773  C48 1.088
143 H -3.466 0.349 -3.582  C60 1.091

These are the Löwdin partial charges, in e, on atoms 1 to 8: atom 1 (P): 0.805, atom 2 (F): 0.097, atom 3 (F): 0.072, atom 4 (F): 0.086, atom 5 (F): 0.089, atom 6 (F): 0.075, atom 7 (F): 0.060, atom 8 (O): 0.081

---

Calculated frontier orbital gap, 9.8; 8.9 eV (same order as the records).